No. 1
Entry from OMol25: C18H26N2O3S2 in the gas phase (ωB97M-V/def2-TZVPD).

Values from the calculation:
- largest force on an atom (eV Å⁻¹) = 1.0
- structure (SMILES) = CCCc1ccc(OC(=O)NC(=O)CCSC(=S)N(CC)CC)cc1
- ΔE to the lowest compared entry with this formula, charge and spin (kJ/mol) = 24.78
- HOMO (Eh) = -0.30471
- molar mass (g mol⁻¹) = 382.55

The geometry in ORCA input format:
```
! wB97M-V def2-TZVPD RIJCOSX def2/J DEFGRID3
* xyz 0 1
S 4.218 -1.138 -0.231
S 1.857 -0.206 -1.787
O 2.069 -1.085 1.959
O 0.471 -3.849 -0.725
O 0.119 -0.111 1.759
N 0.503 -2.057 0.597
N 3.068 1.221 0.064
C 2.665 3.120 -1.473
C -3.499 0.316 1.591
C -2.637 0.394 -0.636
C 2.987 0.079 -0.617
C -1.356 0.179 -0.161
C 1.132 -3.138 -0.012
C 2.601 -3.365 0.243
C 0.980 -1.089 1.455
C -1.154 0.028 1.205
C 4.023 1.410 1.136
C 5.394 1.866 0.644
C -7.174 -0.512 -1.170
C -3.723 0.468 0.228
C -5.111 0.664 -0.304
C 2.178 2.317 -0.270
C 3.463 -2.679 -0.827
C -5.761 -0.687 -0.627
C -2.226 0.098 2.084
H -2.788 0.513 -1.698
H 3.608 2.151 1.822
H 1.189 1.905 -0.493
H -5.148 -1.213 -1.362
H 2.888 -2.437 -1.724
H 6.076 1.932 1.487
H 4.310 -3.307 -1.098
H 2.761 -4.443 0.180
H 5.795 1.153 -0.071
H 5.332 2.842 0.170
H -7.162 0.080 -2.082
H 3.635 3.569 -1.276
H 2.749 2.472 -2.342
H 2.882 -3.010 1.233
H -2.047 -0.011 3.142
H -7.618 -1.479 -1.393
H 2.092 2.961 0.607
H -5.722 1.186 0.434
H 1.952 3.908 -1.697
H -5.079 1.269 -1.212
H -0.465 -1.961 0.300
H -5.788 -1.297 0.278
H -7.803 -0.005 -0.441
H -4.330 0.372 2.278
H 4.117 0.463 1.676
H -0.523 0.140 -0.848
*
```

No. 2
Entry from OMol25: C3H8NOS in the gas phase at a distorted geometry (ωB97M-V/def2-TZVPD).

Values from the calculation:
- largest force on an atom (eV Å⁻¹) = 3.2
- ΔE to the lowest compared entry with this formula, charge and spin (kJ/mol) = 178.15
- HOMO (spin up / spin down) (Eh) = -0.33341 / -0.33316
- molar mass (g mol⁻¹) = 106.17

The geometry in ORCA input format:
```
! wB97M-V def2-TZVPD RIJCOSX def2/J DEFGRID3
* xyz 0 2
S -2.674 -0.357 0.932
O 1.168 1.725 0.544
N 1.221 -0.418 -0.749
C -0.856 0.024 0.773
C 1.422 1.177 -0.624
C -0.202 -0.716 -0.419
H 0.779 1.561 -1.399
H -0.947 1.103 0.827
H 1.892 -0.992 -0.253
H -0.759 -0.245 -1.256
H -0.547 -1.767 -0.335
H 2.461 1.098 -0.982
H -0.451 -0.564 1.600
H -2.507 -1.629 1.339
*
```

No. 3
Entry from OMol25: C18H19N3O2S in the gas phase at a distorted geometry (ωB97M-V/def2-TZVPD).

Values from the calculation:
- largest force on an atom (eV Å⁻¹) = 1.2
- structure (SMILES) = C/C(=N/NS(=O)(=O)c1ccc(C)cc1C)c1c[nH]c2ccccc12
- ΔE to the lowest compared entry with this formula, charge and spin (kJ/mol) = 275.04
- HOMO (Eh) = -0.28664
- molar mass (g mol⁻¹) = 341.44

The geometry in ORCA input format:
```
! wB97M-V def2-TZVPD RIJCOSX def2/J DEFGRID3
* xyz 0 1
S 1.034 1.556 0.460
O 1.641 2.808 0.813
O -0.101 1.137 1.229
N 0.236 0.767 -2.024
N -3.248 1.566 0.482
N 0.629 1.784 -1.168
C -0.877 0.153 -1.880
C 4.474 -1.439 0.255
C 2.074 -1.069 0.460
C -1.907 0.413 -0.892
C 5.634 -2.380 0.148
C -3.650 0.263 0.574
C -4.659 -0.304 1.340
C -2.839 -0.504 -0.297
C -1.121 -0.926 -2.895
C -4.056 -2.440 0.393
C 4.678 -0.062 0.216
C -3.054 -1.881 -0.369
C 2.315 0.296 0.419
C -4.854 -1.664 1.237
C -2.200 1.651 -0.371
C 3.178 -1.916 0.378
C 3.600 0.796 0.297
C 0.705 -1.657 0.572
H 5.375 -3.365 0.528
H -3.611 2.327 1.031
H -0.473 -0.765 -3.751
H 3.011 -2.983 0.414
H -4.232 -3.505 0.341
H 3.730 1.866 0.288
H 6.490 -2.000 0.700
H 0.363 -1.973 -0.413
H -5.628 -2.141 1.819
H 5.679 0.332 0.126
H -0.892 -1.904 -2.474
H 0.723 -2.534 1.217
H -1.729 2.591 -0.583
H 1.434 2.245 -1.577
H -5.264 0.302 1.999
H 5.930 -2.485 -0.896
H -2.451 -2.508 -1.006
H 0.000 -0.934 0.966
H -2.163 -0.923 -3.206
*
```